ORCA calculation (wB97M-V/def2-TZVPD) on 11 unconnected molecules or ions with the total composition C34H95N5O16 at a distorted geometry.

Largest force on an atom, eV Å⁻¹: 2.70
Orbital gap, Ha: 0.321
Total charge: 0
SMILES: COCCNCCOC.COCCNCCOC.COCCNCCOC.COCCNCCOC.COCCNCCOC.CCO.CCO.O.O.O.O
HOMO level, eV: -8.47

```
150
Properties=species:S:1:pos:R:3:mulliken_charge:R:1
C 2.297 20.077 -12.040 -0.607
O 2.242 20.701 -10.761 -0.151
C 1.715 19.860 -9.736 1.059
C 2.731 18.821 -9.277 -1.014
N 3.669 19.309 -8.265 -0.386
C 4.330 20.574 -8.643 0.162
C 5.696 20.724 -7.939 -0.671
O 6.110 22.072 -8.082 -0.366
C 5.763 22.926 -7.019 -0.650
H 2.804 20.723 -12.755 0.389
H 1.274 19.953 -12.408 0.068
H 2.859 19.145 -11.986 0.264
H 0.764 19.404 -10.030 -0.542
H 1.281 20.488 -8.951 -0.508
H 3.320 18.497 -10.139 0.409
H 2.134 17.988 -8.902 0.430
H 4.471 18.759 -7.986 0.244
H 3.725 21.414 -8.282 -0.237
H 4.404 20.785 -9.712 0.214
H 6.465 20.175 -8.485 0.303
H 5.630 20.434 -6.887 0.413
H 5.821 23.958 -7.369 0.264
H 6.440 22.864 -6.165 0.325
H 4.732 22.827 -6.664 0.219
C -4.175 21.765 -10.660 0.087
O -5.248 21.385 -9.815 -0.244
C -6.258 20.670 -10.544 -0.229
C -7.480 20.601 -9.664 -1.247
N -8.092 21.870 -9.265 -0.341
C -8.791 22.523 -10.380 -0.295
C -9.274 23.925 -9.922 -0.623
O -8.613 24.963 -10.652 -0.492
C -7.266 25.181 -10.212 -0.058
H -4.265 22.831 -10.933 0.061
H -4.158 21.237 -11.611 0.322
H -3.252 21.825 -10.085 -0.513
H -5.810 19.744 -10.914 0.447
H -6.491 21.256 -11.444 0.317
H -7.340 20.106 -8.695 0.352
H -8.195 19.913 -10.130 0.458
H -7.273 22.445 -9.067 0.283
H -9.583 22.021 -10.929 0.431
H -8.087 22.879 -11.146 0.186
H -9.161 24.134 -8.856 0.327
H -10.296 24.065 -10.274 0.280
H -6.865 26.036 -10.748 0.343
H -6.739 24.242 -10.396 -0.136
H -7.329 25.451 -9.155 0.115
C -3.376 25.062 -8.452 -0.288
O -4.692 25.371 -8.018 -0.125
C -4.656 26.470 -7.125 -0.232
C -6.064 27.007 -6.985 -0.853
N -6.183 27.931 -5.853 -0.369
C -7.515 28.448 -5.750 -0.164
C -7.762 29.089 -4.402 -0.887
O -8.072 28.272 -3.294 -0.348
C -9.361 27.723 -3.281 -0.742
H -3.505 24.189 -9.094 -0.195
H -2.699 24.757 -7.648 0.184
H -2.908 25.861 -9.031 0.385
H -4.097 27.275 -7.613 0.282
H -4.308 26.315 -6.097 0.137
H -6.736 26.141 -6.895 0.397
H -6.329 27.550 -7.895 0.273
H -5.916 27.396 -5.034 0.282
H -8.306 27.681 -5.855 0.214
H -7.777 29.215 -6.483 0.319
H -8.476 29.920 -4.459 0.512
H -6.813 29.549 -4.105 0.345
H -9.563 26.983 -4.068 0.254
H -10.044 28.499 -3.683 0.339
H -9.683 27.447 -2.284 0.272
C -3.420 21.229 -13.969 -0.754
O -2.837 22.249 -13.195 0.114
C -2.694 23.507 -13.845 -0.883
C -2.103 24.528 -12.901 -0.461
N -0.828 24.114 -12.378 -0.396
C -0.360 24.872 -11.224 0.235
C 1.026 24.376 -10.811 -0.238
O 1.599 25.067 -9.723 -0.396
C 2.968 24.779 -9.590 -0.842
H -3.033 21.295 -14.990 0.359
H -4.516 21.235 -13.975 0.255
H -3.150 20.293 -13.480 0.039
H -3.693 23.806 -14.180 0.409
H -2.090 23.372 -14.748 0.434
H -2.820 24.841 -12.121 0.099
H -2.097 25.493 -13.427 0.427
H -0.817 23.115 -12.217 0.263
H -1.064 24.604 -10.419 -0.511
H -0.428 25.940 -11.425 0.567
H 1.666 24.484 -11.696 0.423
H 0.930 23.308 -10.585 -0.204
H 3.316 25.266 -8.677 0.290
H 3.554 25.249 -10.392 0.382
H 3.187 23.709 -9.636 0.293
C -1.155 16.832 -9.281 -0.915
O -0.447 17.396 -10.382 -0.294
C -1.249 17.980 -11.395 0.526
C -1.580 16.982 -12.493 -1.134
N -0.475 16.335 -13.171 -0.211
C 0.492 17.214 -13.794 -0.012
C 1.397 16.478 -14.809 -0.679
O 2.185 17.443 -15.472 -0.290
C 3.318 16.846 -16.069 -0.763
H -0.662 15.884 -9.083 0.322
H -2.187 16.561 -9.541 0.436
H -1.311 17.564 -8.488 0.206
H -0.642 18.835 -11.697 -0.336
H -2.207 18.348 -11.008 0.521
H -2.187 17.511 -13.237 0.299
H -2.273 16.210 -12.152 0.435
H 0.023 15.649 -12.621 0.318
H 1.125 17.729 -13.059 -0.214
H -0.061 18.021 -14.283 0.287
H 0.719 15.915 -15.457 0.370
H 1.992 15.756 -14.243 0.331
H 3.766 17.639 -16.675 0.249
H 2.963 16.071 -16.758 0.318
H 4.086 16.501 -15.369 0.307
C -2.539 22.695 -2.680 -1.177
C -1.606 23.546 -3.528 0.103
O -0.734 22.720 -4.276 -0.349
H -3.216 23.363 -2.147 0.406
H -1.943 22.106 -1.983 0.282
H -3.127 22.045 -3.326 0.273
H -1.129 24.381 -3.002 0.342
H -2.225 24.061 -4.284 -0.007
H -0.270 23.266 -4.918 0.110
C -0.287 20.972 -6.801 -0.842
C -1.377 21.807 -7.421 -0.077
O -0.836 22.694 -8.399 0.243
H -0.656 20.426 -5.931 0.329
H 0.624 21.493 -6.506 0.250
H 0.052 20.220 -7.518 -0.034
H -1.856 22.533 -6.748 0.395
H -2.164 21.169 -7.830 0.206
H -0.495 23.504 -7.994 -0.302
O -0.885 21.230 -10.771 1.102
H 0.027 20.940 -10.893 -0.318
H -0.868 21.732 -9.936 -0.421
O 2.378 19.530 -6.035 -0.660
H 2.673 20.209 -5.415 0.365
H 2.993 19.604 -6.791 0.409
O 0.552 24.688 -6.967 -0.649
H 0.692 25.096 -7.839 0.266
H 1.397 24.278 -6.744 0.295
O 0.904 20.196 -3.397 -0.677
H 0.145 20.699 -3.728 0.324
H 1.240 19.726 -4.169 0.382
```

=====

ORCA calculation (wB97M-V/def2-TZVPD) on 10 unconnected molecules or ions with the total composition C34H95N7O10 at a distorted geometry.

Largest force on an atom, eV Å⁻¹: 3.88
Orbital gap, Ha: 0.356
Total charge: 0
SMILES: COC[C@H](C)N.COC[C@H](C)N.COC[C@H](C)N.COC[C@H](C)N.COC[C@H](C)N.COC[C@H](C)N.COC[C@H](C)N.CCO.CCO.CCO
HOMO level, eV: -9.13

```
146
Properties=species:S:1:pos:R:3:mulliken_charge:R:1
C 1.676 -4.136 1.457 -0.737
O 1.229 -3.588 0.159 -0.383
C 1.308 -2.092 -0.061 -0.697
C 0.192 -1.381 0.729 0.568
C -1.296 -1.753 0.425 -1.409
N 0.367 0.021 0.567 -0.688
H 2.308 -5.015 1.329 0.273
H 0.906 -4.487 2.144 0.264
H 2.327 -3.438 1.985 0.317
H 2.301 -1.719 0.193 0.354
H 1.224 -1.915 -1.134 0.285
H 0.408 -1.618 1.771 0.188
H -2.032 -1.311 1.097 0.396
H -1.418 -2.828 0.558 0.335
H -1.598 -1.416 -0.566 0.366
H -0.443 0.324 0.045 0.291
H 0.067 0.487 1.411 0.277
C 11.015 0.134 4.915 -0.683
O 9.634 0.649 4.730 -0.319
C 9.707 2.066 4.635 -0.899
C 8.304 2.564 4.192 0.502
C 7.827 1.994 2.869 -1.378
N 8.377 4.047 3.963 -0.749
H 11.369 0.359 5.921 0.268
H 11.607 0.690 4.189 0.318
H 11.047 -0.938 4.719 0.239
H 10.084 2.617 5.496 0.474
H 10.462 2.495 3.976 0.343
H 7.593 2.351 4.989 0.288
H 8.475 2.050 1.994 0.315
H 6.843 2.427 2.687 0.399
H 7.593 0.930 2.917 0.336
H 7.425 4.378 3.889 0.273
H 8.812 4.260 3.077 0.271
C -8.100 2.376 3.773 -0.732
O -8.718 3.674 3.462 -0.361
C -8.314 4.215 2.225 -0.828
C -8.429 5.784 2.177 0.459
C -9.870 6.274 2.060 -1.404
N -7.712 6.294 1.066 -0.695
H -7.059 2.579 4.025 0.295
H -8.180 1.713 2.912 0.309
H -8.428 1.803 4.640 0.269
H -7.312 3.834 2.027 0.459
H -8.820 3.646 1.445 0.355
H -7.999 6.107 3.125 0.251
H -10.445 5.633 1.393 0.300
H -9.913 7.320 1.757 0.444
H -10.410 6.214 3.005 0.326
H -7.994 7.249 1.232 0.283
H -8.095 5.938 0.201 0.270
C -8.114 4.776 -4.941 -0.736
O -7.561 3.853 -3.979 -0.316
C -6.425 3.071 -4.375 -0.699
C -5.126 3.898 -4.320 0.437
C -3.960 3.202 -5.132 -1.456
N -4.549 4.048 -3.029 -0.754
H -8.596 4.264 -5.774 0.290
H -7.386 5.382 -5.480 0.300
H -8.872 5.439 -4.526 0.273
H -6.318 2.177 -3.760 0.362
H -6.522 2.831 -5.434 0.315
H -5.295 4.932 -4.619 0.359
H -4.211 3.099 -6.188 0.383
H -3.734 2.270 -4.614 0.340
H -3.012 3.741 -5.139 0.370
H -3.971 4.854 -3.222 0.290
H -5.358 4.333 -2.497 0.244
C 2.940 8.730 -4.257 -0.817
O 3.066 9.205 -5.618 -0.327
C 3.307 10.567 -5.658 -0.648
C 3.381 10.975 -7.162 0.525
C 4.593 10.307 -7.768 -1.397
N 3.486 12.450 -7.369 -0.709
H 2.696 9.363 -3.404 0.326
H 3.871 8.244 -3.962 0.313
H 2.307 7.842 -4.269 0.270
H 2.758 11.118 -4.893 0.455
H 4.327 10.676 -5.289 0.269
H 2.496 10.679 -7.725 0.199
H 4.637 10.521 -8.836 0.381
H 4.568 9.217 -7.765 0.344
H 5.558 10.504 -7.302 0.319
H 4.263 12.959 -6.972 0.237
H 3.608 12.536 -8.368 0.262
C -3.227 -10.242 -1.771 -0.702
O -2.025 -10.289 -2.520 -0.330
C -0.931 -10.781 -1.772 -0.788
C 0.328 -10.851 -2.540 0.465
C 1.519 -11.348 -1.666 -1.278
N 0.562 -9.463 -2.962 -0.828
H -4.027 -9.994 -2.470 0.224
H -3.025 -9.440 -1.061 0.324
H -3.456 -11.182 -1.270 0.278
H -0.726 -10.017 -1.023 0.313
H -1.218 -11.727 -1.312 0.424
H 0.199 -11.413 -3.464 0.348
H 2.024 -10.493 -1.217 0.330
H 2.258 -11.748 -2.360 0.323
H 1.266 -12.040 -0.863 0.322
H 0.690 -8.834 -2.181 0.235
H -0.362 -9.210 -3.283 0.339
C -0.623 3.070 6.501 -0.779
O -0.861 4.249 5.575 -0.323
C -0.185 5.448 6.047 -0.597
C -1.233 6.499 5.719 0.601
C -1.036 7.156 4.326 -1.433
N -1.035 7.608 6.644 -0.702
H -0.954 3.165 7.535 0.312
H 0.448 2.899 6.394 0.314
H -1.073 2.124 6.198 0.279
H -0.110 5.358 7.131 0.358
H 0.778 5.717 5.613 0.279
H -2.278 6.189 5.709 0.219
H -1.117 6.416 3.530 0.338
H -0.118 7.740 4.257 0.366
H -1.862 7.867 4.335 0.350
H -1.708 8.359 6.579 0.231
H -1.020 7.249 7.588 0.189
C 9.181 -7.393 -0.434 -0.958
C 9.519 -7.473 1.095 -0.254
O 9.621 -8.790 1.391 -0.508
H 9.335 -6.397 -0.848 0.315
H 8.128 -7.518 -0.688 0.251
H 9.848 -8.006 -1.041 0.307
H 8.865 -6.852 1.708 0.302
H 10.477 -7.000 1.308 0.231
H 10.325 -9.187 0.873 0.313
C -4.084 -4.897 -6.590 -0.985
C -4.789 -5.382 -7.946 -0.244
O -3.904 -4.894 -8.903 -0.496
H -3.839 -3.843 -6.460 0.283
H -3.127 -5.413 -6.512 0.287
H -4.662 -5.099 -5.688 0.324
H -5.778 -4.931 -8.036 0.299
H -4.882 -6.464 -7.854 0.213
H -3.120 -5.437 -8.788 0.319
C -0.105 -13.454 5.607 -0.989
C -0.474 -13.484 7.109 -0.202
O -1.130 -14.745 7.355 -0.528
H 0.422 -12.537 5.343 0.340
H -1.041 -13.396 5.050 0.262
H 0.503 -14.321 5.351 0.280
H -1.105 -12.648 7.411 0.256
H 0.373 -13.510 7.794 0.286
H -1.170 -14.890 8.304 0.295
```